No. 1
Density functional theory data (ωB97M-V/def2-TZVPD) for a 3-piece molecular cluster, C10H22F3INO6S2 overall.

The calculation puts the energy relative to the best compared isomer or geometry (same formula, charge and spin) at 0.0 kJ/mol. The charge is -1. As for the gap between HOMO and LUMO: 6.235 eV. The value obtained for the highest occupied orbital energy is -4.23 eV. The total energy comes out at -2294.13151 Eh.

Each line ends with the Mulliken charge.
Element x y z (Å)
C: -0.173 -3.616 3.621  -1.225
C: -0.756 -2.331 3.025  -0.334
C: -1.896 -2.621 2.024  -0.451
I: -1.281 -1.741 0.035  -0.239
N: -3.148 -2.133 2.370  -0.662
C: -3.984 -3.016 2.863  0.689
F: -5.227 -2.519 3.099  -0.311
F: -3.628 -3.616 4.120  -0.362
F: -4.214 -4.198 2.110  -0.347
H: 0.720 -3.950 3.083  0.313
H: -0.899 -4.432 3.592  0.352
H: 0.104 -3.478 4.670  0.312
H: -1.212 -1.722 3.808  0.328
H: 0.038 -1.734 2.574  0.315
H: -1.887 -3.680 1.741  0.621
O: 0.719 -1.235 -2.932  -0.465
S: 1.326 -1.010 -4.204  1.099
O: 1.941 -2.099 -4.902  -0.609
O: 2.371 0.183 -4.055  -0.319
C: 3.132 0.223 -2.814  -0.296
C: 4.244 -0.800 -2.796  -1.006
C: 0.197 -0.204 -5.285  -0.946
H: 2.437 0.088 -1.985  0.369
H: 3.514 1.241 -2.782  0.252
H: 3.849 -1.815 -2.765  0.299
H: 4.857 -0.639 -1.908  0.383
H: 4.873 -0.700 -3.681  0.272
H: -0.233 0.646 -4.762  0.299
H: -0.572 -0.937 -5.521  0.364
H: 0.727 0.100 -6.183  0.334
O: 1.356 2.448 0.576  -0.600
S: 0.727 3.723 0.742  1.235
O: 0.936 4.440 1.965  -0.631
O: -0.811 3.613 0.430  -0.288
C: -1.583 2.519 1.023  -0.244
C: -1.915 2.771 2.474  -1.069
C: 1.153 4.774 -0.606  -0.966
H: -1.046 1.581 0.895  0.294
H: -2.476 2.486 0.405  0.258
H: -1.025 2.733 3.100  0.284
H: -2.604 1.993 2.805  0.416
H: -2.388 3.746 2.602  0.293
H: 0.963 4.243 -1.535  0.293
H: 2.212 4.997 -0.498  0.361
H: 0.562 5.683 -0.540  0.334

No. 2
Density functional theory data (ωB97M-V/def2-TZVPD) for a 8-piece molecular cluster, C34H56B3F12N7O3 overall.

The charge is +4. As for the gap between HOMO and LUMO: 7.108 eV. The value obtained for the highest occupied orbital energy is -17.86 eV. The total energy comes out at -3210.47544 Eh.

Each line ends with the Mulliken charge.
Element x y z (Å)
C: -7.637 -0.165 4.962  -0.925
C: -8.682 -1.071 4.364  0.451
O: -8.419 -2.145 3.927  -0.459
N: -10.148 -0.631 4.384  -0.172
H: -10.749 -1.396 4.700  0.377
H: -10.472 0.026 5.099  0.426
C: -10.594 -0.160 2.990  -0.788
H: -6.727 -0.757 5.014  0.209
H: -7.911 0.209 5.948  0.341
H: -7.449 0.670 4.282  0.493
H: -9.860 0.564 2.644  0.348
H: -11.548 0.361 3.039  0.376
H: -10.660 -1.057 2.380  0.360
C: -5.571 -3.522 14.419  -1.157
C: -6.015 -4.063 13.120  0.931
O: -6.955 -4.791 13.002  -0.498
N: -5.208 -3.734 11.894  1.368
H: -5.664 -2.960 11.387  -0.525
H: -4.327 -3.284 12.177  0.040
C: -5.083 -5.035 11.095  -0.814
H: -4.482 -3.498 14.500  0.328
H: -5.919 -4.154 15.235  0.430
H: -5.947 -2.525 14.657  0.169
H: -4.636 -4.698 10.162  0.099
H: -6.041 -5.468 10.832  0.360
H: -4.433 -5.658 11.701  0.478
C: 1.215 -0.770 5.746  -0.929
N: 0.336 -0.325 6.862  0.040
C: -0.487 -1.228 7.396  -0.459
C: -1.306 -0.822 8.469  -0.675
C: -1.263 0.504 8.934  0.466
C: -0.423 1.404 8.247  -0.744
C: 0.402 0.973 7.213  -0.244
C: -1.996 0.840 10.157  1.032
C: -3.382 0.520 10.213  -0.322
C: -4.109 0.840 11.367  -0.451
N: -3.459 1.493 12.370  0.101
C: -2.178 1.821 12.294  -0.357
C: -1.372 1.461 11.237  -0.684
C: -4.299 1.893 13.536  -0.777
H: 1.092 -1.822 5.508  0.293
H: 2.248 -0.578 6.035  0.386
H: 1.033 -0.110 4.899  0.363
H: -0.428 -2.254 7.071  0.465
H: -1.970 -1.559 8.903  0.388
H: -0.211 2.384 8.655  0.545
H: 1.041 1.647 6.663  0.514
H: -3.957 0.215 9.351  0.624
H: -5.169 0.656 11.479  0.440
H: -1.797 2.261 13.206  0.416
H: -0.324 1.719 11.261  0.639
H: -5.274 2.208 13.176  0.294
H: -3.795 2.717 14.036  0.453
H: -4.388 1.072 14.245  0.221
C: -4.276 -4.822 5.847  -0.830
N: -5.682 -5.288 6.080  0.313
C: -6.662 -4.373 6.122  -1.044
C: -7.935 -4.725 6.545  -0.266
C: -8.224 -6.076 6.955  0.558
C: -7.167 -6.963 6.853  -0.566
C: -5.936 -6.552 6.418  -0.411
C: -9.526 -6.473 7.536  0.615
C: -10.718 -6.169 6.847  -0.542
C: -11.953 -6.531 7.297  -0.537
N: -12.015 -7.291 8.417  0.035
C: -10.961 -7.560 9.196  -0.254
C: -9.694 -7.151 8.756  -0.627
C: -13.302 -7.891 8.765  -0.960
H: -4.073 -3.888 6.363  0.235
H: -4.278 -4.629 4.774  0.380
H: -3.565 -5.589 6.142  0.338
H: -6.421 -3.371 5.803  0.877
H: -8.707 -3.969 6.543  0.348
H: -7.222 -7.956 7.281  0.562
H: -5.108 -7.246 6.361  0.440
H: -10.630 -5.561 5.956  0.596
H: -12.845 -6.415 6.699  0.517
H: -11.080 -8.065 10.142  0.432
H: -8.866 -7.324 9.429  0.485
H: -13.627 -8.551 7.960  0.400
H: -14.106 -7.154 8.805  0.376
H: -13.354 -8.422 9.712  0.330
C: -10.033 -1.644 8.696  -1.299
C: -9.413 -1.097 9.988  0.681
C: -10.584 -0.578 10.840  -1.184
O: -11.325 -1.683 11.308  -0.375
C: -12.655 -1.344 11.721  -0.792
N: -8.652 -2.206 10.669  0.853
H: -8.096 -2.610 9.914  -0.270
H: -8.050 -1.757 11.369  -0.222
H: -9.365 -2.828 11.044  0.503
H: -10.789 -0.931 8.362  0.629
H: -10.521 -2.610 8.837  0.263
H: -9.359 -1.673 7.836  -0.014
H: -8.677 -0.314 9.819  0.346
H: -11.148 0.053 10.142  0.455
H: -10.434 0.115 11.671  0.634
H: -12.621 -0.702 12.601  0.308
H: -13.073 -2.305 12.014  0.243
H: -13.118 -0.922 10.828  0.346
B: -6.006 -2.555 8.773  -0.247
F: -4.760 -3.051 8.402  -0.396
F: -6.889 -3.625 9.055  -0.483
F: -5.865 -1.831 9.952  0.318
F: -6.637 -1.741 7.804  -0.017
B: -6.849 -0.138 12.611  0.050
F: -5.472 -0.180 12.879  -0.201
F: -7.488 -1.327 12.980  -0.389
F: -7.477 0.918 13.260  -0.375
F: -6.961 0.039 11.210  -0.277
B: -2.092 -2.752 11.771  -0.032
F: -0.917 -2.084 12.095  -0.360
F: -2.098 -3.088 10.411  -0.315
F: -2.122 -3.993 12.458  -0.354
F: -3.200 -1.992 12.070  -0.110

No. 3
Density functional theory data (ωB97M-V/def2-TZVPD) for a 2-piece molecular cluster, CHFNO2 overall.

The calculation puts the energy relative to the best compared isomer or geometry (same formula, charge and spin) at 135.2 kJ/mol. The charge is -1. As for the gap between HOMO and LUMO: 4.783 eV. The value obtained for the highest occupied orbital energy is -1.13 eV. The total energy comes out at -343.73879 Eh.

Each line ends with the Mulliken charge.
Element x y z (Å)
C: 0.030 1.344 1.245  0.585
N: -0.101 -0.942 -0.915  -0.436
O: -1.072 1.221 1.492  -0.358
O: 1.062 1.497 0.803  -0.331
F: 0.089 -2.409 -0.771  -0.393
H: -0.009 -0.710 -1.854  -0.068